Record 1
C36H98Br15N16O7P5 | wB97M-V/def2-TZVPD

The total charge is 0. Its spin multiplicity is 1. Its maximum force is 4.837 eV/A. The value obtained for the LUMO energy is -0.0251 Ha. As for the frontier orbital gap: 7.2 eV.

Last column: Löwdin charge in e.
CARTESIAN COORDINATES (ANGSTROEM)
C: -1.7158 5.3129 -20.3670  0.0443
N: -0.6052 6.2442 -20.0539  -0.4431
O: -0.3974 6.4872 -18.9204  0.0958
O: 0.0220 6.7305 -21.0522  0.0187
H: -1.7780 5.1614 -21.4446  0.0960
H: -2.5561 5.8578 -19.9367  0.1051
H: -1.4551 4.3611 -19.9041  0.1026
O: 5.2272 12.5333 -25.8286  -0.3226
P: 4.7783 13.8788 -26.3645  0.6568
N: 3.0958 13.9646 -26.8093  -0.3114
C: 2.0796 13.1686 -26.1543  -0.1081
C: 2.6296 15.0986 -27.5990  -0.1211
N: 5.8564 14.4511 -27.5748  -0.3165
C: 7.2736 14.6697 -27.0660  -0.0710
C: 5.7200 13.9992 -28.9250  -0.1397
N: 4.8570 15.1154 -25.1525  -0.2802
C: 4.7717 16.5519 -25.4619  -0.1214
C: 4.6745 14.7334 -23.7401  -0.1319
H: 2.4920 12.1920 -25.9007  0.0505
H: 1.1799 13.0763 -26.7626  0.0876
H: 1.8493 13.6738 -25.2163  0.0436
H: 2.2025 15.9075 -27.0061  0.0731
H: 1.9375 14.6989 -28.3401  0.0832
H: 3.4714 15.4931 -28.1681  0.0643
H: 7.3138 15.5574 -26.4348  0.0628
H: 7.5294 13.8282 -26.4222  0.0457
H: 7.9383 14.8412 -27.9126  0.0837
H: 6.3452 13.1137 -29.0394  0.0914
H: 4.6590 13.7494 -28.9149  0.0526
H: 5.7504 14.7912 -29.6732  0.0847
H: 3.7537 16.9408 -25.4379  0.0488
H: 5.2170 17.1065 -24.6360  0.0720
H: 5.1963 16.8632 -26.4163  0.0746
H: 5.1893 13.8082 -23.4813  0.0367
H: 3.6193 14.5382 -23.5485  0.0338
H: 4.9951 15.5268 -23.0650  0.0723
O: 0.8531 11.9643 -20.7445  -0.3398
P: 2.1933 11.7454 -20.1205  0.6469
N: 2.9651 13.1872 -19.4806  -0.2672
C: 2.3314 13.8669 -18.3338  -0.1288
C: 3.4361 14.2022 -20.3892  -0.1275
N: 3.3647 11.0637 -21.2125  -0.2827
C: 2.9511 10.5117 -22.5098  -0.1259
C: 4.7701 10.7646 -20.8438  -0.1062
N: 2.3383 10.6232 -18.8532  -0.2813
C: 1.5225 9.3440 -18.8443  -0.0780
C: 3.3469 10.6716 -17.7891  -0.2080
H: 1.6893 14.6903 -18.6465  0.0086
H: 3.0971 14.2537 -17.6615  0.0608
H: 1.7497 13.1520 -17.7518  0.0500
H: 3.8841 15.0574 -19.8833  0.0568
H: 2.5621 14.5128 -20.9618  0.0509
H: 4.2606 13.8159 -20.9885  0.0694
H: 2.9081 9.4235 -22.4642  0.0833
H: 2.0364 11.0011 -22.8444  0.0690
H: 3.6869 10.8746 -23.2274  0.0700
H: 5.3007 11.6763 -20.5693  0.0051
H: 4.8495 10.1623 -19.9388  0.0043
H: 5.3145 10.2547 -21.6386  0.0926
H: 1.5623 8.9006 -17.8493  0.0728
H: 0.4846 9.6661 -18.9286  0.0426
H: 1.7355 8.6251 -19.6355  0.0708
H: 3.0302 10.9588 -16.7865  0.0380
H: 4.1489 11.3314 -18.1201  0.0158
H: 3.8566 9.7114 -17.7103  -0.0078
O: 6.1348 17.3513 -20.7518  -0.2978
P: 5.1791 17.9462 -19.7785  0.5946
N: 5.2043 17.2146 -18.1838  -0.2838
C: 4.4332 17.6719 -17.0688  -0.1557
C: 5.9492 15.9496 -17.9427  -0.1029
N: 3.5816 18.0847 -20.2866  -0.2711
C: 3.5161 18.7997 -21.6049  -0.0961
C: 2.4400 17.2909 -19.8304  -0.1756
N: 5.5801 19.5472 -19.3759  -0.3072
C: 6.5782 20.2850 -20.1660  -0.1131
C: 4.9216 20.4070 -18.4050  -0.1293
H: 5.0893 18.2919 -16.4579  0.0849
H: 4.0296 16.9051 -16.4076  0.0784
H: 3.5647 18.2527 -17.3794  0.0560
H: 6.9277 16.0821 -18.4043  0.0725
H: 5.4207 15.1154 -18.4043  0.0391
H: 5.9873 15.6910 -16.8845  0.0573
H: 3.9151 18.2064 -22.4277  0.0582
H: 2.4689 18.8921 -21.8930  0.0528
H: 3.9355 19.8035 -21.5378  0.0728
H: 1.6165 17.9557 -19.5699  0.0781
H: 2.1009 16.6446 -20.6400  -0.0539
H: 2.6050 16.6744 -18.9468  0.0559
H: 7.0852 21.0716 -19.6073  0.0794
H: 7.3897 19.5918 -20.3875  0.0710
H: 6.1459 20.6678 -21.0905  0.0709
H: 5.5961 20.7259 -17.6104  0.0847
H: 3.9848 20.0217 -18.0025  0.0595
H: 4.5908 21.3261 -18.8886  0.0774
O: -0.3346 17.8914 -13.8412  -0.2804
P: -1.2823 16.8975 -14.3411  0.6124
N: -2.9503 17.2054 -14.3242  -0.3080
C: -3.4609 18.5344 -14.0280  -0.1251
C: -3.9392 16.3455 -14.9368  -0.1189
N: -1.1424 15.3931 -13.4521  -0.3023
C: -0.7838 15.4216 -12.0250  -0.1055
C: -1.3886 14.0641 -14.0009  -0.1720
N: -0.9989 16.5197 -16.0267  -0.2902
C: 0.2770 15.7894 -16.4251  -0.1175
C: -1.4430 17.3449 -17.1173  -0.1406
H: -4.2459 18.5585 -13.2720  0.0790
H: -3.7855 19.0495 -14.9321  0.0781
H: -2.6952 19.1238 -13.5236  0.0714
H: -4.1168 16.4590 -16.0063  0.0740
H: -4.9497 16.3052 -14.5303  0.0867
H: -3.5479 15.3459 -14.7472  0.0562
H: 0.2976 15.5451 -11.9668  0.0714
H: -1.1783 16.3206 -11.5514  0.0738
H: -1.0841 14.5136 -11.5021  0.0814
H: -0.6513 13.3719 -13.5942  0.0473
H: -2.3802 13.7639 -13.6621  0.0764
H: -1.4691 14.0709 -15.0879  -0.0129
H: 0.2498 15.4411 -17.4576  0.0022
H: 1.0821 16.5045 -16.2564  0.0807
H: 0.4727 14.9048 -15.8191  0.0492
H: -2.3974 17.8335 -16.9212  0.0739
H: -1.5365 16.7202 -18.0057  0.0230
H: -0.6810 18.0891 -17.3486  0.0826
O: 5.4988 8.1175 -26.7510  -0.2878
P: 4.2002 7.9889 -27.4672  0.6056
N: 3.8739 9.1942 -28.6478  -0.3003
C: 4.3607 10.5290 -28.3088  -0.1399
C: 2.6359 9.2329 -29.4887  -0.0919
N: 2.7633 8.0230 -26.5585  -0.2960
C: 1.4827 7.4782 -26.9947  -0.1239
C: 2.6315 9.1725 -25.5710  -0.0788
N: 4.1196 6.4804 -28.3705  -0.3322
C: 4.9945 6.3238 -29.5465  -0.1131
C: 4.0386 5.2740 -27.5648  -0.1405
H: 3.7252 10.9761 -27.5444  0.0445
H: 4.4137 11.1376 -29.2115  0.0717
H: 5.3600 10.6120 -27.8814  0.0751
H: 1.8293 9.6542 -28.8888  0.0673
H: 2.4901 8.1973 -29.7961  0.0693
H: 2.8409 9.7571 -30.4222  0.0789
H: 1.6937 6.6411 -27.6602  0.0664
H: 0.8487 7.2067 -26.1506  0.0833
H: 0.9782 8.2344 -27.5960  0.0582
H: 2.2720 10.0068 -26.1733  0.0488
H: 1.8547 9.0545 -24.8155  0.0763
H: 3.5684 9.4960 -25.1175  0.0739
H: 4.9741 5.2836 -29.8717  0.0810
H: 4.8073 7.0965 -30.2922  0.0676
H: 6.0148 6.5694 -29.2522  0.0746
H: 5.0475 4.8733 -27.4660  0.0846
H: 3.3573 4.6375 -28.1293  0.0788
H: 3.5258 5.4477 -26.6187  0.0737
C: -1.3967 11.6732 -17.8250  -1.4453
Br: -0.2818 11.3707 -16.2600  0.5867
Br: -2.0481 13.5911 -17.7545  0.5721
Br: -2.9396 10.4561 -17.7337  0.5406
H: -0.9174 11.4363 -18.7748  -0.0429
C: 6.3301 7.5596 -16.4643  -1.4298
Br: 4.4046 7.3091 -15.9414  0.5024
Br: 7.3066 8.5983 -15.0281  0.4890
Br: 6.2362 8.3550 -18.2555  0.6025
H: 6.8240 6.5882 -16.4871  -0.0259
C: 7.9160 14.0586 -21.5506  -1.4691
Br: 7.8085 12.8822 -19.9759  0.5407
Br: 8.1255 13.1794 -23.3419  0.5707
Br: 9.5716 15.0381 -21.1486  0.5145
H: 7.0051 14.6537 -21.4862  -0.0426
C: -0.4894 15.5669 -22.5079  -1.3212
Br: -0.7945 13.7175 -23.2378  0.5568
Br: 1.2343 16.4045 -23.1673  0.5868
Br: -0.3399 15.4978 -20.4837  0.6011
H: -1.3050 16.2252 -22.8072  -0.0207
C: 4.4067 12.6741 -14.0156  -1.4722
Br: 5.0425 11.0766 -13.1090  0.5428
Br: 2.4704 12.8881 -13.8265  0.5690
Br: 5.2310 12.7027 -15.8932  0.5814
H: 4.9094 13.5291 -13.5634  -0.0331



Record 2
H16O8 | wB97M-V/def2-TZVPD

The total charge is 0. Its spin multiplicity is 1. Its maximum force is 0.809 eV/A. The value obtained for the LUMO energy is -0.0119 Ha. Its energy above the lowest of the compared OMol25 structures with the same formula, charge and spin is 81.8 kcal per mole. The SMILES is O.O.O.O.O.O.O.O. As for the frontier orbital gap: 11.0 eV.

Last column: Löwdin charge in e.
CARTESIAN COORDINATES (ANGSTROEM)
H: -0.3437 -0.4143 -0.9072  -0.0171
H: -0.0604 1.0588 -0.6632  0.0200
H: -3.7758 -0.8411 0.7625  0.0261
H: -3.0352 -0.8297 2.0897  0.0301
H: -1.9883 2.4706 0.6636  0.0254
H: -1.1425 2.9966 -0.4844  0.0064
H: -1.2584 -1.7637 -1.8567  0.0263
H: -1.8042 -1.1782 -0.5647  0.0166
H: 2.9328 -0.1266 -0.0425  0.0134
H: 3.3053 0.0851 1.4157  0.0318
H: 1.0365 2.4155 0.7554  0.0301
H: 1.8688 3.6292 0.3757  0.0538
H: 1.1103 -2.0438 -2.1855  0.0523
H: 0.9577 -1.4775 -0.7834  -0.0099
H: 2.5354 -1.9288 1.1379  0.0119
H: 1.9286 -3.1236 1.8550  0.0533
O: -0.5184 0.4628 -1.2665  -0.0324
O: -3.7344 -1.2916 1.6136  -0.0504
O: -1.7767 3.2794 0.1840  -0.0540
O: -2.0790 -1.4809 -1.4375  -0.0446
O: 3.2954 0.5312 0.5614  -0.0424
O: 1.3041 2.9462 -0.0033  -0.0536
O: 1.5282 -2.0421 -1.3170  -0.0422
O: 1.6975 -2.2711 1.4692  -0.0508